No. 1
Formula: C44H66Br3F40O17P3
Source: the OMol25 dataset
Level of theory: ωB97M-V/def2-TZVPD

```
! RIJCOSX wB97M-V def2-TZVPD def2/J DEFGRID3
* xyz 1 2
Br -2.6222 0.1050 5.9349
Br -3.5748 3.2060 5.0848
Br -5.7255 0.6985 4.9446
P -1.4169 9.3396 -0.3074
P 3.7026 2.4688 4.6715
P -0.3343 -1.7964 -0.5522
F -0.6795 -6.6123 -1.1170
F -0.2115 -4.7087 1.9009
F -4.2079 1.6899 -0.3868
F 1.9827 -2.5886 -5.0872
F -3.7141 -11.8249 -8.5505
F -3.0547 -10.0094 -6.7861
F -1.3313 -11.2394 -7.2635
F -3.7512 -9.8516 -9.4640
F 3.9575 -3.4001 -3.1005
F 5.2558 -1.5178 1.5851
F 3.0465 -1.1426 1.5179
F -1.7874 -9.2737 0.6626
F 6.6168 -1.5494 3.6640
F 3.8314 -1.3223 -2.3421
F -2.9978 3.0792 1.7985
F -0.3279 1.2792 -7.3731
F 6.0678 -0.6999 5.5393
F 0.9789 -6.7731 0.3525
F 0.1966 -6.9046 -8.5993
F 7.1265 -3.2235 5.8395
F -5.7006 3.1615 -0.4718
F 4.7374 -4.3467 1.3344
F -1.7941 -4.5376 0.4647
F -1.3050 -10.8395 2.0512
F 3.7978 -1.3502 -5.2814
F -2.6900 -8.5150 3.2783
F -0.5668 -8.9039 3.9086
F -8.6863 5.1022 3.5321
F -0.2409 -6.7475 -4.9932
F -7.3414 4.1268 1.2347
F -6.5271 5.5062 3.4839
F 0.8355 2.9688 -6.7181
F 0.3763 1.8420 -4.0052
F -8.3889 2.6443 2.4882
F -3.2823 4.1669 -0.1093
F 0.5923 -5.1717 -6.2742
F -0.9024 0.4370 -4.9754
F 5.0377 -3.4756 6.2030
F 3.7443 -3.3122 -0.3056
F -1.6055 -6.3680 -7.6317
O 0.8590 -2.6256 -0.3896
O 5.2029 2.0410 4.1591
O -6.1139 2.7010 2.5128
O 0.0532 9.9065 0.0265
O 3.4295 1.5476 5.9785
O 3.8472 -2.4531 3.2124
O -1.2900 -2.2243 -1.8137
O -0.7713 -8.4364 -7.1310
O 3.4377 3.9493 4.8766
O -1.2616 7.7479 -0.2782
O -0.0320 -0.2234 -0.8028
O -2.5096 9.8512 0.5878
O -1.6322 9.6173 -1.8691
O -0.9197 -7.2841 2.5767
O 2.7902 1.7086 3.5143
O 2.0593 -0.4595 -4.3309
O -1.2740 -1.6703 0.7987
C 1.9187 10.6253 1.3293
C -0.4694 -7.0668 -7.4296
C -0.7954 -2.3492 -3.1396
C -0.8996 0.1871 2.4507
C 0.2330 1.1572 -5.1410
C -0.3227 5.6500 -0.7039
C 6.4398 2.6672 6.2811
C -7.3132 3.4658 2.3819
C -7.4647 4.5571 3.5319
C 3.2382 -2.2578 -3.0789
C -1.0415 0.6866 -1.0417
C -1.3881 -9.0705 -8.2001
C 6.2933 2.6954 4.7288
C -0.2868 7.1013 -1.1046
C 1.4874 0.2292 -5.4584
C -0.0274 -5.9456 -0.1033
C 4.3945 -1.5244 4.1779
C 2.6579 2.2747 2.2219
C 5.8122 -1.7416 4.6905
C -3.9122 3.5394 0.9239
C -0.2178 -3.8082 -3.3456
C -0.9196 -5.3886 0.9961
C -5.7298 1.7973 1.4686
C -4.8831 2.5048 0.3828
C 2.7644 -1.6462 -4.4889
C 1.7075 3.5340 2.1432
C 1.2500 0.5080 6.1956
C -3.8250 1.2459 4.8478
C -0.0591 2.0811 -6.3236
C 3.8219 -3.4262 1.0193
C -1.3695 -8.5871 2.9196
C 0.6620 9.7455 1.2443
C -2.9181 9.5712 -2.4935
C -0.6589 -1.2723 2.0887
C 2.1628 1.6295 6.6665
C 0.3342 -6.5136 -6.2411
C -1.0712 -9.5514 1.7536
C -2.1992 -10.3317 -7.7608
C 5.9475 -3.1370 5.2757
C 3.9998 -2.0318 1.8198
C -2.9727 -10.8490 -8.9461
C -1.7549 -6.4591 1.7508
C -0.6922 2.1081 -0.7123
C -2.8439 10.3817 -3.8391
H 6.2366 3.7580 4.4925
H -4.3850 4.3555 1.4703
H -0.6216 0.3739 3.4880
H -0.0155 -9.3652 1.5566
H -0.5688 -9.3497 -8.8626
H -1.0261 -4.5053 -3.1251
H -0.9775 2.6423 -6.1517
H 2.3844 10.5774 2.3137
H 1.6101 2.5669 6.6039
H 2.2960 0.8456 -5.8512
H 2.3372 -2.5512 -2.5403
H -6.5580 1.2995 0.9644
H 1.4411 3.8526 1.1355
H -3.2819 8.5728 -2.7365
H 1.7191 11.6140 0.9160
H 0.7964 3.4286 2.7322
H 1.7367 -0.4651 6.2624
H -3.7247 9.9963 -1.8962
H -1.3183 0.6168 -2.0937
H -2.5436 -5.9701 2.3226
H -0.4632 2.2378 0.3455
H 2.3741 1.5226 7.7305
H 5.8988 -3.8868 4.4860
H -0.0340 9.9037 2.0681
H 1.2612 -7.0865 -6.2641
H 0.3276 0.4752 6.7754
H -0.2085 0.7886 1.8601
H 0.0320 -3.8660 -4.4050
H -1.9510 -8.4284 -8.8776
H 5.5178 2.9770 6.7730
H 2.3309 4.3121 2.5837
H -2.3468 11.3204 -3.5945
H -2.2464 9.9162 -4.6229
H -3.8356 10.5620 -4.2539
H -5.2116 0.9521 1.9217
H 7.2251 2.3709 4.2657
H -0.1649 -1.5602 -3.5496
H 0.6399 -4.0073 -2.7031
H 0.4067 -1.4995 2.1205
H 0.5278 5.1038 -1.1118
H 2.3419 1.4542 1.5777
H 0.5173 -5.1313 -0.5809
H 2.6556 10.1162 0.7081
H -1.1123 -1.8515 2.8931
H -2.4070 -7.0668 1.1235
H 6.5048 1.6316 6.6149
H -1.2850 5.2259 -0.9909
H -2.3434 -11.2395 -9.7458
H 3.6023 2.6344 1.8135
H -1.4815 2.8208 -0.9518
H 0.9951 0.7613 5.1666
H -7.2922 4.1074 4.5097
H -1.6613 -2.3753 -3.8012
H 0.2632 2.3752 -1.1638
H -1.9419 0.4259 2.2394
H -3.5648 1.0633 3.8052
H 0.7042 7.4357 -0.7979
H -0.4961 7.3296 -2.1497
H 4.2869 -0.4879 3.8582
H -1.9173 0.3809 -0.4693
H 3.8258 -1.6016 5.1046
H 7.3161 3.2123 6.6320
H 0.9254 8.6981 1.3917
H 2.8767 -3.8482 1.3608
H -0.1913 5.5291 0.3714
H 1.1824 -0.4950 -6.2138
*
```

Results
**LUMO level (alpha / beta)**: -5.721 / -10.560 eV
**Calculated total energy**: -428193.8582 eV
**Molecular weight**: 1959.5 g mol⁻¹
**HOMO (alpha / beta)**: -11.941 / -11.941 eV
**<S²>**: 0.756
**Maximum force**: 3.53 eV/Å
**ΔE to the lowest compared entry with this formula, charge and spin**: 0.0 kcal/mol

No. 2
Formula: C44H66MgN2O2S2Si2
Source: the OMol25 dataset
Level of theory: ωB97M-V/def2-TZVPD

```
! RIJCOSX wB97M-V def2-TZVPD def2/J DEFGRID3
* xyz -2 1
S -1.3978 -0.9719 0.2132
S 3.2311 0.0395 0.7905
Si 2.1155 -3.0288 -0.3185
Si -2.3387 2.7922 -1.3803
Mg 1.1355 -0.7205 0.5579
O -0.8795 2.4086 -0.9574
O 1.1392 1.0425 -0.3582
N -0.0390 -0.2441 2.7565
N 1.4085 2.3021 1.7717
C 0.6631 -4.3053 -0.7744
C 4.3337 -3.1137 1.5528
C -5.0603 4.5787 1.3688
C -1.3642 3.6477 -3.8297
C 3.0559 -2.5632 -1.9997
C -3.5445 -0.9878 1.8870
C 3.5682 1.7607 0.8106
C -2.1544 -0.8062 1.7563
C 4.1558 4.5115 0.5512
C -3.3599 -0.6781 -3.4477
C -3.4264 -0.7239 4.2766
C -1.6915 5.4252 -2.1251
C 2.9444 4.0920 1.0871
C 3.3808 -4.0635 0.8239
C -4.7011 -0.8852 -3.1533
C -3.1888 2.5515 1.2658
C 0.3467 3.2880 1.8137
C 5.0988 3.5606 0.1928
C -4.8356 3.7969 2.4934
C 0.7484 -1.4211 3.1318
C 0.3405 0.9159 3.5456
C 2.6200 -4.7985 1.9359
C 4.3947 -1.8860 -1.6816
C 4.2460 -5.0937 0.0851
C 4.8040 2.2140 0.3355
C -4.3431 4.3436 0.1997
C -0.1614 -3.7680 -1.9522
C -4.1753 -0.9504 3.1156
C 1.5897 1.6019 3.0521
C 1.1098 -5.7279 -1.1389
C -2.0632 -0.5016 4.1474
C -4.6906 1.1101 -1.8094
C -2.3052 4.1596 -2.7316
C 2.6462 2.7395 1.2411
C -3.3918 3.3272 0.1174
C -3.8926 2.7780 2.4390
C -0.3163 -4.4133 0.4055
C -5.3638 0.0079 -2.3243
C -3.3485 1.3489 -2.1040
C -1.4402 -0.5164 2.9049
C 3.3414 -3.7291 -2.9561
C -2.6983 0.4218 -2.9236
C 2.2263 -1.5209 -2.7663
C -3.6525 4.4916 -3.3771
H -0.7784 -3.4489 0.6174
H 1.5640 -6.2448 -0.2929
H -4.1095 -1.1556 0.9777
H -1.6404 0.5528 -3.1242
H 4.9216 -2.4915 0.8828
H 1.5519 1.6170 0.3061
H 4.3501 5.5691 0.4192
H 2.4224 -4.1592 -3.3555
H 2.3885 0.8715 2.9313
H 2.7660 -1.2234 -3.6766
H 2.0129 -5.6223 1.5619
H 1.9674 -4.1165 2.4874
H 2.2239 4.8396 1.3875
H 4.9525 -4.6077 -0.5877
H -1.1222 -5.1155 0.1470
H 1.2504 -1.8946 -3.0698
H 5.5261 1.4615 0.0421
H 1.8030 -1.2511 2.9053
H 0.3959 -2.2837 2.5616
H 4.8148 -1.4581 -2.6028
H 1.9046 2.3182 3.8349
H 5.0321 -3.6971 2.1725
H -3.8961 -0.6989 5.2524
H 5.1280 -2.5913 -1.2871
H -4.2971 5.0707 -2.7128
H -0.6083 2.7914 1.9639
H 4.2836 -1.0749 -0.9587
H -1.0613 -4.3856 -2.0790
H -2.2991 5.8158 -1.3046
H 3.9048 -4.5306 -2.4795
H -1.7996 2.7930 -4.3542
H -0.4955 -2.7445 -1.7762
H -3.7103 2.1510 3.3056
H 6.0567 3.8642 -0.2144
H 0.2359 -6.3198 -1.4490
H 0.2743 3.7926 0.8510
H -2.8242 -1.3874 -4.0680
H -0.4969 1.6133 3.5575
H 3.6579 -5.8025 -0.4973
H -6.4034 -0.1628 -2.0650
H -0.4119 3.3278 -3.4042
H -1.5960 6.2154 -2.8830
H -5.3967 3.9752 3.4041
H 2.0667 -0.6176 -2.1729
H 0.2753 1.5463 -0.6506
H 0.5259 0.6334 4.5972
H -5.7981 5.3736 1.4020
H -2.4662 1.7412 1.2221
H -5.2478 -1.0979 3.1756
H -5.2219 -1.7484 -3.5522
H -1.1758 4.4381 -4.5696
H -4.5417 4.9709 -0.6611
H -0.6991 5.2101 -1.7242
H 4.8363 -5.6694 0.8139
H 0.6471 -1.6523 4.2055
H -1.4750 -0.3029 5.0385
H 3.9324 -3.3712 -3.8124
H -5.2216 1.7906 -1.1513
H 3.7932 -2.4376 2.2137
H -3.4994 5.0942 -4.2832
H 0.3911 -3.7999 -2.8920
H -4.1933 3.5865 -3.6649
H 1.8268 -5.7417 -1.9602
H 3.3411 -5.2183 2.6517
H 0.4867 4.0380 2.6117
H 0.1553 -4.7761 1.3191
*
```

Results
**LUMO level**: 4.315 eV
**Calculated total energy**: -96650.7029 eV
**Molecular weight**: 799.6 g mol⁻¹
**HOMO**: -1.532 eV
**Maximum force**: 3.61 eV/Å
**ΔE to the lowest compared entry with this formula, charge and spin**: 31.1 kcal/mol